[1]
Formula: CHHoO2
Source: the OMol25 dataset
Level of theory: the ωB97M-V functional and the def2-TZVPD basis

Last column: Löwdin charge in e.
Element x y z (Å)
O1 1.916 -0.137 -0.915  -0.363
C1 -0.959 -0.956 2.194  0.218
O2 -0.847 -0.404 1.207  -0.076
Ho1 -0.023 0.613 -0.903  2.183
H1 2.478 -0.443 -0.205  0.039

- strongest force on any atom (Eh/bohr) = 0.1012
- multiplicity = 5
- calculated total energy (eV) = -30925.422
- total charge = +2
- <S²> = 6.005

[2]
Formula: CHI2PS
Source: the OMol25 dataset
Level of theory: the ωB97M-V functional and the def2-TZVPD basis

Last column: Löwdin charge in e.
Element x y z (Å)
C1 -1.623 0.032 -0.255  -1.268
P1 2.536 1.142 1.009  0.005
S1 3.310 -0.565 0.656  -0.112
I1 0.177 0.626 -0.968  0.751
I2 -2.025 -1.999 0.184  0.685
H1 -2.375 0.763 -0.626  -0.062

- ΔE to the lowest compared entry with this formula, charge and spin (kcal per mole) = 57.74
- strongest force on any atom (Eh/bohr) = 0.0264

[3]
Formula: CHI4P
Source: the OMol25 dataset
Level of theory: the ωB97M-V functional and the def2-TZVPD basis

Last column: Löwdin charge in e.
Element x y z (Å)
C1 0.172 0.106 0.165  -1.750
P1 -0.111 -1.001 1.614  0.408
I1 1.185 1.859 1.019  0.692
I2 1.145 -0.532 -1.585  0.689
I3 -1.795 2.143 -1.765  -0.141
I4 0.042 -3.211 0.751  0.427
H1 -0.637 0.635 -0.200  -0.325

- ΔE to the lowest compared entry with this formula, charge and spin (kcal per mole) = 66.38
- strongest force on any atom (Eh/bohr) = 0.0803

[4]
Formula: CHLi2O3
Source: the OMol25 dataset
Level of theory: the ωB97M-V functional and the def2-TZVPD basis

Last column: Löwdin charge in e.
Element x y z (Å)
O1 1.134 -1.015 2.384  -0.640
H1 0.730 -1.045 3.250  -0.168
Li1 0.652 -0.396 0.799  0.564
O2 -1.143 0.722 -0.629  -0.386
C1 -0.226 -0.063 -1.131  -0.684
O3 0.184 0.312 -2.301  -0.364
Li2 -1.330 1.486 -2.372  0.679

- ΔE to the lowest compared entry with this formula, charge and spin (kcal per mole) = 0.00
- strongest force on any atom (Eh/bohr) = 0.0273
- total charge = -1

[5]
Formula: CHN2O4S
Source: the OMol25 dataset
Level of theory: the ωB97M-V functional and the def2-TZVPD basis

Last column: Löwdin charge in e.
Element x y z (Å)
C1 -2.104 0.636 0.106  -0.343
N1 -1.244 -0.182 0.186  0.068
N2 -0.394 -0.948 -0.598  -0.171
O1 -2.934 1.439 0.312  0.091
O2 1.636 -0.754 1.063  -0.529
O3 2.808 0.934 -0.290  -0.520
O4 0.550 -0.132 -1.176  -0.370
S1 1.538 0.511 0.296  0.698
H1 0.145 -1.503 0.101  0.076

- ΔE to the lowest compared entry with this formula, charge and spin (kcal per mole) = 31.23
- strongest force on any atom (Eh/bohr) = 0.0244
- total charge = -1

[6]
Formula: CHN2O5
Source: the OMol25 dataset
Level of theory: the ωB97M-V functional and the def2-TZVPD basis

Last column: Löwdin charge in e.
Element x y z (Å)
C1 1.762 -1.156 -0.690  -0.559
N1 -1.199 -0.143 -0.091  0.027
N2 -0.311 0.390 0.585  -0.498
O1 1.946 -2.207 -0.244  0.136
O2 0.754 -0.305 0.804  -0.099
O3 1.667 -0.363 -1.559  0.111
O4 -0.457 1.516 1.103  -0.070
O5 -2.206 0.807 -0.321  -0.108
H1 -1.956 1.461 0.414  0.059

- ΔE to the lowest compared entry with this formula, charge and spin (kcal per mole) = 6.93
- strongest force on any atom (Eh/bohr) = 0.0531
- total charge = -1

[7]
Formula: CHN2OS
Source: the OMol25 dataset
Level of theory: the ωB97M-V functional and the def2-TZVPD basis

Last column: Löwdin charge in e.
Element x y z (Å)
C1 0.808 -0.873 -0.010  -0.388
N1 0.866 -2.044 -0.178  0.099
N2 0.771 0.261 0.603  -0.140
O1 1.353 1.293 0.379  -0.066
S1 -2.322 1.055 -0.168  0.055
H1 -1.476 0.308 -0.626  -0.560

- ΔE to the lowest compared entry with this formula, charge and spin (kcal per mole) = 73.35
- strongest force on any atom (Eh/bohr) = 0.0867
- total charge = -1

[8]
Formula: CHN2OS
Source: the OMol25 dataset
Level of theory: the ωB97M-V functional and the def2-TZVPD basis

Last column: Löwdin charge in e.
Element x y z (Å)
H1 2.159 0.280 0.340  -0.025
N1 1.289 -0.102 0.205  -0.037
N2 0.438 0.384 -0.542  -0.167
C1 -0.994 -0.269 -0.116  -1.159
O1 -1.178 -1.442 -0.026  -0.078
S1 -1.714 1.149 0.139  0.466

- ΔE to the lowest compared entry with this formula, charge and spin (kcal per mole) = 12.33
- strongest force on any atom (Eh/bohr) = 0.0902
- SMILES string = [H]/N=N/C([O-])=S
- total charge = -1